Below is a cluster of 9 separate species, C21H60O9 in total, with properties calculated with ωB97M-V with the def2-TZVPD basis set.

Properties
**Electronic energy**: -1513.1516 a.u.
**SMILES**: CC(C)O.CC(C)O.CC(C)O.CCO.CCO.CCO.CCO.CCO.CCO
**Net charge**: 0
**Energy above the lowest of the compared OMol25 structures with the same formula, charge and spin**: 251.7 kJ/mol
**HOMO**: -9.65 eV

Last column: Mulliken charge in e.
Positions of all 90 atoms, in Å:
C1 8.28793 -16.37951 -13.21830  -0.781
C2 9.63126 -16.04142 -13.77622  -0.365
O1 10.22933 -17.12565 -14.48713  -0.558
H1 7.48247 -16.57923 -13.94098  0.403
H2 7.92572 -15.45872 -12.73392  0.178
H3 8.28148 -17.15305 -12.44307  0.147
H4 10.25717 -15.68690 -12.96834  0.261
H5 9.68232 -15.23110 -14.49777  0.456
H6 10.85896 -16.71528 -15.06792  0.307
C3 2.05482 -15.51667 -7.84548  -1.146
C4 3.00031 -14.50223 -7.27862  -0.286
O2 4.24900 -14.54960 -7.96080  -0.270
H7 2.42320 -16.50457 -7.63036  0.300
H8 1.95957 -15.40939 -8.96029  0.219
H9 1.04841 -15.39499 -7.40595  0.395
H10 3.07617 -14.56977 -6.19307  0.339
H11 2.49141 -13.51094 -7.43141  0.355
H12 4.71936 -15.32298 -7.65414  0.048
C5 5.57526 -17.68785 -1.18117  -1.547
C6 6.36292 -16.86802 -2.08759  0.283
O3 5.41407 -16.35601 -3.10952  -0.563
H13 6.18780 -18.17732 -0.48653  0.451
H14 5.08264 -18.53444 -1.65337  0.296
H15 4.81591 -17.12037 -0.65364  0.363
H16 7.14957 -17.47243 -2.57208  0.080
H17 6.96823 -16.05703 -1.59744  0.343
H18 5.86174 -15.98754 -3.91388  0.192
C7 7.21478 -16.91547 -9.63989  -0.810
C8 7.29033 -16.05557 -8.39398  0.446
O4 6.47897 -16.49431 -7.35694  -0.664
H19 7.21829 -17.95790 -9.25641  0.152
H20 8.16849 -16.79684 -10.13638  0.037
H21 6.38175 -16.56270 -10.26655  0.321
H22 7.08046 -15.03681 -8.63243  0.076
H23 8.34758 -16.08484 -8.00138  -0.003
H24 6.43218 -15.74178 -6.71752  0.204
C9 11.44791 -18.59969 -9.88910  -1.078
C10 10.82996 -18.36433 -11.30916  0.456
O5 11.90583 -18.42185 -12.27004  -0.561
H25 12.15558 -17.82239 -9.57230  0.318
H26 11.94505 -19.55463 -9.77710  0.371
H27 10.61966 -18.69348 -9.13865  0.185
H28 10.24476 -17.44986 -11.36924  -0.232
H29 10.10715 -19.26235 -11.43168  0.175
H30 11.46353 -18.35201 -13.12915  0.335
C11 6.13052 -12.14375 -11.06486  -0.939
C12 4.84051 -13.03433 -11.37649  -0.224
O6 4.85360 -14.24895 -10.60138  -0.361
H31 6.46526 -11.57769 -11.95790  0.321
H32 6.89498 -12.79765 -10.59757  0.165
H33 5.74509 -11.39204 -10.37661  0.338
H34 4.81201 -13.38178 -12.42245  0.295
H35 3.92456 -12.41723 -11.17740  0.285
H36 4.45526 -14.02751 -9.73603  0.229
C13 6.26423 -19.93687 -4.36226  -1.188
C14 6.69390 -20.18769 -5.86371  0.334
C15 5.46237 -20.47744 -6.70969  -1.164
O7 7.49659 -19.25768 -6.43858  -0.421
H37 5.79116 -20.88573 -4.02489  0.399
H38 5.56939 -19.08877 -4.34312  0.255
H39 7.14344 -19.83681 -3.75562  0.309
H40 7.36604 -21.03239 -5.78286  0.361
H41 5.63890 -20.59198 -7.79286  0.310
H42 4.75303 -19.61740 -6.55375  0.214
H43 4.94544 -21.36282 -6.30104  0.400
H44 6.96814 -18.46575 -6.54073  0.132
C16 6.30343 -12.96182 -3.92861  -1.507
C17 6.25530 -13.44414 -5.40119  0.715
C18 6.99295 -12.61582 -6.45285  -0.963
O8 6.73079 -14.75323 -5.46269  0.542
H45 7.32883 -12.76405 -3.67373  0.305
H46 5.89567 -13.72235 -3.29102  0.333
H47 5.73614 -12.03198 -3.74298  0.375
H48 5.20762 -13.62761 -5.61755  -0.051
H49 6.53646 -12.75047 -7.44571  0.026
H50 8.08103 -12.86015 -6.52128  0.113
H51 6.95491 -11.53149 -6.21493  0.458
H52 7.72186 -14.89876 -5.53757  0.065
C19 10.42869 -16.70198 -5.44954  -0.958
C20 10.31080 -15.56138 -4.47471  0.583
C21 11.72915 -15.05770 -4.03242  -1.342
O9 9.54394 -14.42122 -5.11686  -0.535
H53 10.79680 -16.30407 -6.40395  0.340
H54 9.42399 -17.10678 -5.72499  -0.042
H55 11.04257 -17.54284 -5.05656  0.400
H56 9.75981 -15.92466 -3.61725  0.089
H57 12.24652 -15.89176 -3.50703  0.367
H58 11.59806 -14.23068 -3.30932  0.432
H59 12.26398 -14.84054 -4.96575  0.314
H60 9.57926 -13.68260 -4.47259  0.263

***

Below is a cluster of 9 separate species, C21H60O9 in total, with properties calculated with ωB97M-V with the def2-TZVPD basis set.

Properties
**Electronic energy**: -1513.2417 a.u.
**SMILES**: CC(C)O.CC(C)O.CC(C)O.CC(C)O.CC(C)O.CC(C)O.CC(C)O.O.O
**Net charge**: 0
**Energy above the lowest of the compared OMol25 structures with the same formula, charge and spin**: 15.2 kJ/mol
**HOMO**: -9.34 eV

Last column: Mulliken charge in e.
Positions of all 90 atoms, in Å:
C1 -2.57323 -2.60850 -2.68905  -0.946
C2 -3.23801 -1.48628 -3.46803  0.384
C3 -4.73298 -1.38545 -3.21506  -1.277
O1 -2.60806 -0.24030 -3.11612  -0.456
H1 -2.78524 -2.44771 -1.63242  0.108
H2 -1.49299 -2.62544 -2.80284  0.204
H3 -3.00414 -3.59242 -2.90053  0.425
H4 -2.82047 -1.59974 -4.47160  0.375
H5 -5.21469 -2.20877 -3.74562  0.437
H6 -4.99334 -0.42880 -3.66317  0.318
H7 -4.94142 -1.47261 -2.15225  0.205
H8 -2.69898 -0.07329 -2.16864  0.220
C4 2.32849 1.80295 -2.90517  -0.223
C5 1.23819 2.86362 -3.18202  0.919
C6 0.90079 3.10554 -4.65803  -1.429
O2 0.04723 2.47196 -2.48272  -0.449
H9 1.93725 0.81140 -3.12574  -0.280
H10 2.47248 1.92345 -1.83335  -0.183
H11 3.25446 1.99298 -3.43736  0.468
H12 1.67399 3.83066 -2.89646  -0.080
H13 0.87284 2.18259 -5.24658  0.289
H14 1.63573 3.77593 -5.09628  0.380
H15 -0.12592 3.46861 -4.59536  0.344
H16 0.30158 2.46549 -1.54687  0.093
C7 -4.51255 2.04889 -0.45369  -1.465
C8 -3.09947 1.76195 -0.00955  0.764
C9 -2.75592 1.94031 1.46935  -0.857
O3 -2.79445 0.36252 -0.32473  -0.322
H17 -5.23452 1.48548 0.12231  0.306
H18 -4.50722 1.86116 -1.53147  0.343
H19 -4.76629 3.10553 -0.34369  0.394
H20 -2.36613 2.23440 -0.66745  -0.038
H21 -2.72046 3.00419 1.71099  0.436
H22 -1.73161 1.58100 1.59931  -0.118
H23 -3.44642 1.39583 2.11122  0.362
H24 -3.27464 -0.21674 0.28579  0.127
C10 2.53283 -0.66290 3.20828  -1.452
C11 2.53489 0.55267 2.34415  0.546
C12 3.28959 0.46933 0.99551  -1.043
O4 1.14908 0.87365 1.96481  -0.363
H25 3.48329 -0.79374 3.73060  0.502
H26 2.34531 -1.57158 2.63160  0.200
H27 1.77551 -0.53022 3.98635  0.366
H28 2.94687 1.44183 2.82564  0.317
H29 4.33505 0.19842 1.14783  0.491
H30 3.22011 1.44146 0.51702  0.079
H31 2.81183 -0.26804 0.34014  0.056
H32 0.68035 1.00143 2.79925  0.132
C13 -1.14957 -3.62008 4.32952  -1.490
C14 -1.88946 -2.42262 3.76942  0.455
C15 -1.11843 -1.73748 2.62840  -0.073
O5 -3.17230 -2.83323 3.29708  -0.518
H33 -1.76951 -4.05309 5.11436  0.469
H34 -0.20455 -3.33995 4.78939  0.344
H35 -0.94387 -4.32602 3.52527  0.342
H36 -2.02947 -1.71514 4.58797  0.128
H37 -0.09867 -1.54469 2.96423  -0.162
H38 -1.59920 -0.78775 2.43212  -0.127
H39 -1.07236 -2.43118 1.79336  0.247
H40 -3.48009 -3.55677 3.85536  0.318
C16 3.43374 -5.25807 -0.20240  -1.464
C17 2.77530 -4.03631 0.38109  0.504
C18 1.36329 -3.68998 -0.01143  -0.650
O6 2.81153 -4.17177 1.84804  -0.568
H41 3.46615 -5.23507 -1.29114  0.354
H42 2.79504 -6.11078 0.04476  0.337
H43 4.39971 -5.31958 0.28863  0.375
H44 3.49662 -3.22086 0.31221  0.189
H45 0.71768 -4.52225 0.25566  0.385
H46 1.26147 -3.36387 -1.04579  0.256
H47 1.03252 -2.87756 0.63452  -0.100
H48 2.21756 -4.90899 2.00871  0.327
C19 2.25411 4.55342 1.91342  -1.215
C20 1.26408 4.52796 0.76369  0.737
C21 1.60785 5.47856 -0.34640  -1.359
O7 1.23567 3.22158 0.18161  -0.036
H49 1.90744 4.03655 2.81616  0.261
H50 2.57843 5.54360 2.22868  0.424
H51 3.10793 3.96839 1.55219  0.235
H52 0.29203 4.73846 1.21563  0.201
H53 1.50960 6.51200 -0.05198  0.467
H54 0.94149 5.22366 -1.17486  0.220
H55 2.62568 5.20860 -0.64252  0.331
H56 1.10445 2.55087 0.87704  -0.096
O8 1.28669 -1.48460 -2.80589  -0.683
H57 1.22963 -0.93670 -3.59002  0.298
H58 0.74129 -1.02997 -2.13931  0.169
O9 0.07218 -0.29183 -0.46188  1.177
H59 -0.87024 -0.07331 -0.36267  -0.122
H60 0.54000 0.09313 0.28944  -0.494

***

Number 1: molar mass 456.70 g mol⁻¹. Number 2: molar mass 456.70 g mol⁻¹.